A 26-piece molecular cluster, C26H104O26 overall in a non-equilibrium geometry, computed with wB97M-V/def2-TZVPD.

Element x y z (Å)
C  3.711  -0.716  -4.711
O  4.200  -0.291  -3.421
H  2.691  -0.390  -4.896
H  4.283  -0.193  -5.523
H  3.763  -1.797  -4.796
H  3.794  -0.832  -2.744
C  -1.966  2.484  4.042
O  -2.421  1.222  4.539
H  -2.747  2.977  3.456
H  -1.868  3.168  4.913
H  -0.977  2.399  3.511
H  -3.142  0.882  3.964
C  -0.969  0.153  1.787
O  0.050  0.434  2.752
H  -2.033  0.138  2.269
H  -0.983  0.907  0.965
H  -0.654  -0.717  1.218
H  0.734  0.957  2.259
C  -6.374  -0.292  -2.465
O  -5.863  0.976  -2.052
H  -7.268  -0.162  -3.064
H  -5.609  -0.964  -2.838
H  -6.626  -0.728  -1.526
H  -5.907  1.675  -2.753
C  2.602  -1.041  5.473
O  2.120  -0.369  4.300
H  2.565  -0.474  6.407
H  1.964  -1.875  5.653
H  3.559  -1.440  5.228
H  1.197  -0.245  4.394
C  -2.639  1.708  -1.052
O  -1.271  1.880  -1.442
H  -3.215  2.601  -1.287
H  -3.105  0.867  -1.641
H  -2.662  1.411  -0.032
H  -0.951  1.190  -2.053
C  -1.612  3.485  -6.204
O  -2.065  3.172  -4.910
H  -1.458  4.577  -6.339
H  -0.596  3.021  -6.452
H  -2.299  3.084  -6.965
H  -1.235  3.008  -4.381
C  -5.343  3.688  -5.395
O  -5.032  3.129  -4.125
H  -6.248  4.240  -5.246
H  -4.551  4.428  -5.721
H  -5.462  2.969  -6.216
H  -4.110  2.827  -4.201
C  2.424  3.304  1.688
O  1.623  2.140  1.432
H  2.026  4.273  1.249
H  2.627  3.437  2.782
H  3.352  3.155  1.134
H  1.810  1.878  0.450
C  -1.987  -0.704  -4.446
O  -1.162  -0.439  -3.344
H  -2.984  -1.011  -4.232
H  -2.019  0.193  -5.018
H  -1.497  -1.456  -5.072
H  -1.419  -1.027  -2.554
C  0.388  -3.457  2.731
O  1.101  -3.194  1.501
H  1.132  -3.678  3.578
H  -0.246  -2.616  3.004
H  -0.245  -4.337  2.619
H  1.620  -2.316  1.514
C  -2.278  -3.421  5.929
O  -1.732  -2.687  4.855
H  -1.593  -4.112  6.395
H  -2.733  -2.764  6.723
H  -3.127  -3.953  5.574
H  -1.153  -1.911  5.170
C  5.166  1.509  -0.211
O  4.534  2.481  -1.096
H  5.723  2.015  0.585
H  4.425  0.865  0.294
H  5.856  0.886  -0.828
H  3.855  2.080  -1.607
C  1.329  2.066  -4.550
O  0.617  3.234  -4.154
H  1.881  1.660  -3.704
H  0.599  1.365  -4.837
H  2.012  2.163  -5.336
H  1.248  3.832  -3.698
C  -1.214  -5.531  0.098
O  -0.609  -4.368  -0.417
H  -1.959  -5.807  -0.698
H  -0.487  -6.307  0.289
H  -1.788  -5.378  1.003
H  0.094  -4.071  0.210
C  -3.623  -3.060  2.277
O  -3.955  -2.132  3.348
H  -4.486  -3.154  1.626
H  -2.814  -2.695  1.643
H  -3.331  -3.970  2.798
H  -3.232  -2.130  3.979
C  4.031  -1.858  1.857
O  2.866  -1.046  1.692
H  4.675  -1.843  0.968
H  4.710  -1.490  2.703
H  3.573  -2.862  1.987
H  2.620  -0.637  2.618
C  -5.793  0.528  3.047
O  -4.425  0.474  2.895
H  -6.019  1.446  3.537
H  -6.309  0.479  2.088
H  -6.075  -0.364  3.615
H  -4.143  -0.447  2.753
C  -0.843  0.113  6.892
O  -0.625  -0.398  5.509
H  -0.249  -0.509  7.590
H  -0.436  1.152  6.914
H  -1.920  0.145  7.152
H  -1.301  0.040  4.922
C  3.908  -6.391  -1.874
O  4.899  -5.338  -1.638
H  4.362  -7.180  -2.489
H  3.778  -6.891  -0.905
H  3.021  -5.933  -2.259
H  5.121  -4.841  -2.445
C  -3.237  -3.041  -1.348
O  -2.200  -2.079  -1.123
H  -4.152  -2.569  -1.721
H  -2.991  -3.821  -2.079
H  -3.403  -3.537  -0.398
H  -1.392  -2.531  -0.950
C  4.875  1.398  3.959
O  4.783  2.788  4.292
H  5.176  1.312  2.929
H  5.436  0.712  4.608
H  3.872  0.946  3.819
H  5.716  3.132  4.263
C  3.867  4.844  -4.132
O  2.984  4.905  -3.060
H  4.856  4.433  -3.860
H  3.454  4.268  -5.010
H  3.977  5.796  -4.584
H  3.364  4.798  -2.192
C  2.163  -3.204  -1.964
O  3.524  -2.830  -2.021
H  1.519  -2.478  -1.312
H  1.834  -3.188  -3.016
H  1.896  -4.203  -1.622
H  3.971  -3.571  -1.603
C  0.156  5.299  -0.741
O  0.321  4.362  -1.769
H  0.323  4.774  0.213
H  0.944  6.021  -0.914
H  -0.792  5.804  -0.653
H  -0.281  3.584  -1.763
C  1.321  0.196  -1.111
O  2.074  1.425  -1.028
H  1.108  -0.040  -2.170
H  1.983  -0.461  -0.499
H  0.334  0.297  -0.591
H  1.450  2.128  -1.336

Forces on the atoms, in the same order (eV/Å):
C 0.6 0.9 0.2
O -0.1 0.4 -1.2
H -0.4 -0.1 0.3
H 0.0 -0.7 0.9
H 0.1 -0.1 -0.2
H -0.1 -0.5 0.1
C 0.4 0.6 0.6
O -0.1 0.0 -0.3
H 0.2 -0.3 -0.4
H 0.3 -0.5 -0.4
H -1.2 0.0 0.4
H -0.1 0.4 0.1
C -0.7 0.9 -0.1
O -0.3 0.1 -0.7
H 2.1 -0.4 -0.9
H -0.1 0.1 0.9
H -0.7 -0.9 0.3
H -0.3 0.0 0.6
C 0.3 1.2 0.9
O 0.2 0.8 -0.8
H 0.1 -0.4 -0.4
H 0.2 0.1 -0.9
H -0.7 -0.6 0.7
H 0.2 -1.0 0.5
C -1.0 0.2 -0.6
O 2.2 -0.2 0.6
H 0.4 0.5 -0.4
H -0.6 -1.0 0.2
H 0.9 0.0 0.1
H -2.0 0.4 0.0
C -0.2 -1.4 -2.1
O 0.6 0.4 -0.2
H 0.1 0.1 0.3
H 0.4 0.8 0.5
H -0.3 0.1 1.0
H -0.8 0.1 0.0
C 1.4 -0.1 -1.1
O 1.0 -0.7 0.6
H -0.3 -0.5 0.0
H -1.2 0.4 0.5
H 0.0 0.3 0.3
H -1.0 0.5 -0.4
C 1.1 0.9 -0.2
O 0.4 -0.5 -0.5
H -0.6 0.3 -0.2
H -0.7 -0.7 0.4
H 0.0 -0.1 0.3
H -0.1 0.1 0.2
C 0.2 0.5 -0.2
O 0.2 0.4 -1.3
H -0.1 -1.1 0.7
H -0.3 -0.3 -1.0
H 0.4 0.1 0.4
H -0.1 0.4 2.0
C 1.2 -0.4 -0.7
O -0.1 -0.8 2.6
H -0.8 -0.2 0.5
H -0.2 0.8 -0.5
H -0.2 -0.2 -0.1
H 0.2 0.9 -1.6
C 1.6 0.4 0.6
O 0.2 0.5 0.1
H -1.0 0.4 -1.0
H 0.1 0.0 0.1
H 0.1 0.0 -0.3
H -0.9 -1.2 0.4
C -0.5 1.5 1.0
O 0.5 0.5 0.2
H 0.4 -0.2 0.1
H 0.7 -0.3 -0.5
H -0.6 -0.8 -0.6
H -0.8 -0.8 -0.1
C -0.4 -0.1 -1.2
O 1.8 0.6 1.6
H -0.1 0.2 -0.4
H 0.1 0.2 -0.3
H -0.4 0.3 0.6
H -0.8 -1.0 -0.4
C -0.5 0.3 1.9
O 1.0 0.1 -0.2
H 0.1 -0.2 0.1
H -1.0 -1.1 -0.4
H 1.1 0.7 -1.4
H -0.6 -0.1 0.0
C -1.1 0.0 -1.4
O 0.8 0.5 0.6
H 0.8 -0.3 0.8
H 0.1 -0.4 -0.2
H -0.1 0.3 0.4
H -0.3 0.1 -0.3
C 0.2 0.8 1.2
O -0.8 0.0 -1.6
H -0.3 -0.3 0.3
H 0.3 0.1 0.2
H -0.1 -0.4 -0.6
H 0.9 -0.2 0.3
C 0.0 -0.1 0.8
O -0.2 1.5 1.7
H -0.5 0.1 -0.1
H -1.2 -0.7 -0.8
H 1.3 0.1 0.3
H 0.4 -1.0 -1.9
C -0.7 -1.3 -0.1
O 2.1 0.4 -0.7
H -0.5 0.6 0.5
H -0.1 0.2 -0.2
H -0.6 0.4 0.3
H -0.3 -0.2 0.2
C 0.5 0.4 -1.3
O -0.3 0.0 1.5
H -0.5 0.2 -0.5
H -0.4 -0.7 0.1
H 0.7 -0.2 -0.2
H 0.5 0.5 0.5
C 2.1 0.1 0.6
O -0.3 -0.1 0.0
H -0.4 0.4 -0.4
H -0.3 0.6 -0.2
H -0.7 -0.3 -0.3
H -0.2 -0.7 0.1
C 0.4 -0.3 0.1
O -1.4 1.1 -1.1
H 0.3 0.3 0.4
H 0.4 0.2 0.0
H -0.5 -0.2 0.1
H 0.9 -1.2 0.5
C -1.4 -0.4 -1.1
O 1.6 -0.3 0.4
H 1.1 -0.1 -0.5
H 0.2 0.6 0.1
H 0.2 0.7 0.9
H -1.5 -0.4 0.1
C 0.8 -1.2 -1.0
O -1.5 -0.1 -0.1
H -0.4 0.1 -0.2
H 0.1 -0.1 1.2
H 0.4 1.3 -0.1
H 0.6 -0.2 0.1
C -2.1 1.5 -0.4
O -0.2 -0.4 0.7
H 1.2 -1.2 -1.2
H -0.5 0.3 0.4
H 0.7 -0.1 0.4
H 0.7 0.0 0.3
C 0.7 -1.1 0.9
O -0.3 -0.8 -0.9
H 0.0 0.5 0.1
H 0.1 0.3 0.2
H -0.6 0.1 -0.5
H -0.1 0.8 0.5
C 0.1 -0.1 0.9
O -1.7 0.9 -0.9
H 0.5 -0.4 0.5
H -0.8 -0.3 -1.0
H 0.9 -0.1 -0.3
H 0.7 -0.2 0.0

## Properties
- M (g/mol) = 833.1
- relative energy (zero: lowest compared OMol25 entry of this formula, charge and spin) (kJ/mol) = 769.76
- total energy (Ha) = -3008.79369
- E_LUMO (eV) = 0.525
- strongest force on any atom (Eh/bohr) = 0.05230
- multiplicity = 1

=====

C26H12Cl6IN2ORu as an isolated structure, computed with wB97M-V/def2-TZVPD.

Element x y z (Å)
Ru  0.100  0.126  0.211
Cl  5.857  -0.276  3.821
C  4.206  -0.205  3.325
C  3.211  -0.280  4.257
C  1.848  -0.217  3.880
I  0.369  -0.319  5.323
C  1.505  -0.085  2.559
O  0.240  0.004  2.108
C  2.537  -0.024  1.600
N  2.116  0.091  0.308
C  3.009  0.194  -0.658
C  4.381  0.171  -0.398
C  4.825  0.033  0.894
C  3.895  -0.069  1.943
H  3.469  -0.384  5.302
H  2.625  0.282  -1.665
H  5.075  0.258  -1.221
H  5.884  0.003  1.113
C  0.166  -0.850  -4.246
C  0.062  0.396  -4.842
C  -0.028  1.506  -4.025
C  -0.019  1.348  -2.647
N  0.056  0.129  -2.058
C  0.158  -0.934  -2.869
C  -0.065  2.453  -1.694
C  -0.107  3.811  -1.996
C  -0.134  4.736  -0.965
C  -0.134  4.311  0.358
C  -0.111  2.956  0.671
C  -0.051  2.041  -0.374
H  0.247  -1.756  -4.829
H  0.054  0.499  -5.918
H  -0.103  2.499  -4.443
H  0.235  -1.905  -2.406
H  -0.117  4.152  -3.023
H  -0.166  5.793  -1.191
H  -0.171  5.038  1.159
H  -0.142  2.640  1.706
Cl  -2.428  -0.087  0.293
C  -1.872  -1.723  0.016
C  -0.513  -1.747  -0.166
C  0.110  -2.976  -0.295
Cl  1.819  -3.075  -0.511
C  -0.661  -4.145  -0.266
Cl  0.098  -5.672  -0.432
C  -2.051  -4.076  -0.106
Cl  -2.991  -5.504  -0.095
C  -2.682  -2.838  0.046
Cl  -4.368  -2.686  0.276

Forces on the atoms, in the same order (eV/Å):
Ru 0.6 0.2 -0.1
Cl 0.0 0.0 0.0
C 0.0 0.0 0.0
C 0.0 0.0 -0.1
C 0.0 0.0 0.0
I 0.0 0.0 0.0
C 0.0 0.0 0.1
O 0.0 0.0 -0.1
C 0.0 0.0 0.1
N -0.1 0.0 -0.1
C 0.1 0.0 -0.1
C 0.0 0.0 0.0
C 0.0 0.0 0.0
C 0.1 0.0 0.0
H 0.0 0.0 0.0
H 0.0 0.0 0.0
H 0.0 0.0 0.0
H 0.0 0.0 0.0
C 0.0 0.0 0.0
C 0.0 0.0 0.0
C 0.0 0.0 0.0
C 0.0 0.0 0.0
N 0.1 0.2 0.0
C 0.0 -0.1 0.1
C 0.0 -0.1 0.0
C 0.0 0.0 0.0
C 0.0 0.0 0.0
C 0.0 0.0 0.0
C 0.0 0.0 0.0
C -0.3 -0.1 0.1
H 0.0 0.0 0.0
H 0.0 0.0 0.0
H 0.0 0.0 0.0
H 0.0 0.1 0.0
H 0.0 0.0 0.0
H 0.0 0.0 0.0
H 0.0 0.0 0.0
H 0.0 0.0 0.0
Cl 0.0 0.0 0.0
C -0.1 0.0 0.0
C -0.1 -0.2 0.0
C -0.1 0.0 0.0
Cl 0.0 0.0 0.0
C 0.0 0.0 0.0
Cl 0.0 0.0 0.0
C 0.0 0.0 0.0
Cl 0.0 0.0 0.0
C 0.0 0.0 0.0
Cl 0.0 0.0 0.0

## Properties
- M (g/mol) = 809.1
- relative energy (zero: lowest compared OMol25 entry of this formula, charge and spin) (kJ/mol) = 0.00
- total energy (Ha) = -4336.28941
- E_LUMO (eV) = -4.657
- strongest force on any atom (Eh/bohr) = 0.01139
- multiplicity = 1
- total charge = +1

=====

C26H14F4N8RhS2 as an isolated structure, computed with wB97M-V/def2-TZVPD.

Element x y z (Å)
Rh  -0.293  -1.050  -1.022
C  2.094  -1.864  -5.882
C  2.468  -1.759  -4.546
C  1.496  -1.563  -3.584
C  0.155  -1.485  -3.973
C  -0.229  -1.588  -5.315
C  0.754  -1.776  -6.263
N  -0.796  -1.328  -2.951
N  -2.014  -1.469  -3.198
C  -2.831  -1.279  -2.081
C  -4.201  -1.367  -2.170
C  -4.952  -1.142  -1.018
C  -4.313  -0.836  0.173
C  -2.930  -0.772  0.211
N  -2.216  -1.004  -0.898
H  2.854  -2.019  -6.637
H  3.508  -1.841  -4.261
H  1.794  -1.508  -2.539
H  -1.272  -1.527  -5.593
H  0.485  -1.863  -7.307
H  -4.656  -1.608  -3.121
H  -6.032  -1.203  -1.058
H  -4.872  -0.649  1.080
H  -2.375  -0.545  1.109
F  3.159  -2.066  5.293
C  2.089  -2.825  5.153
C  1.817  -3.767  6.088
F  2.631  -3.894  7.101
C  0.651  -4.625  6.011
C  -0.205  -4.400  4.862
C  0.087  -3.455  3.946
F  -0.726  -3.280  2.892
C  1.240  -2.620  4.025
C  1.515  -1.668  3.046
C  0.716  -1.419  1.924
N  0.189  -1.023  0.969
C  2.669  -0.815  3.005
N  3.613  -0.170  2.889
F  -1.277  -5.133  4.693
C  0.373  -5.574  6.958
C  -0.787  -6.409  6.910
N  -1.705  -7.100  6.871
C  1.210  -5.831  8.086
N  1.896  -6.079  8.974
S  0.233  1.099  -0.989
C  -0.150  2.001  -2.440
N  0.590  3.035  -2.718
C  0.211  3.832  -3.902
C  -1.241  3.467  -4.209
S  -1.519  1.820  -3.448
H  1.431  3.252  -2.192
H  0.887  3.567  -4.715
H  0.321  4.890  -3.676
H  -1.429  3.393  -5.276
H  -1.954  4.152  -3.757

Forces on the atoms, in the same order (eV/Å):
Rh 0.2 -0.2 0.1
C 0.0 0.0 0.0
C 0.0 0.0 0.0
C 0.0 0.0 0.0
C 0.0 0.0 0.0
C 0.0 0.0 0.0
C 0.0 0.0 0.0
N 0.0 0.1 0.1
N -0.1 0.1 0.0
C 0.1 0.0 0.0
C 0.0 0.0 0.0
C 0.0 0.0 0.0
C 0.0 0.0 0.0
C 0.0 0.0 -0.1
N -0.2 0.0 0.1
H 0.0 0.0 0.0
H 0.0 0.0 0.0
H 0.0 0.0 0.0
H 0.0 0.0 0.0
H 0.0 0.0 0.0
H 0.0 0.0 0.0
H 0.0 0.0 0.0
H 0.0 0.0 0.0
H 0.0 0.0 0.0
F 0.0 0.0 0.0
C 0.0 0.0 0.0
C 0.0 0.0 0.0
F 0.0 0.0 0.0
C 0.0 0.0 0.1
C 0.0 0.0 0.0
C 0.0 0.0 0.0
F 0.0 0.0 0.0
C 0.0 0.0 -0.1
C 0.0 0.2 -0.1
C 0.0 0.3 0.0
N -0.1 -0.4 -0.2
C 0.2 -0.3 0.2
N -0.1 0.2 -0.1
F 0.0 0.0 0.0
C -0.1 0.0 0.1
C 0.0 0.0 -0.1
N 0.0 0.0 0.1
C 0.1 0.1 -0.1
N -0.1 0.0 0.1
S 0.1 0.2 -0.1
C 0.0 0.0 0.1
N 0.0 0.0 0.1
C 0.0 0.0 0.0
C 0.0 0.0 0.0
S 0.0 -0.1 0.0
H 0.0 0.0 0.0
H 0.0 0.0 0.0
H 0.0 0.0 0.0
H 0.0 0.0 0.0
H 0.0 0.0 0.0

## Properties
- M (g/mol) = 681.5
- relative energy (zero: lowest compared OMol25 entry of this formula, charge and spin) (kJ/mol) = 14.57
- total energy (Ha) = -2742.47507
- E_LUMO (spin up / spin down) (eV) = -11.652 / -11.652
- strongest force on any atom (Eh/bohr) = 0.00965
- multiplicity = 1
- total charge = +3

=====

Q: The highest relative energy (zero: lowest compared OMol25 entry of this formula, charge and spin) belongs to which entry?
A: C26H104O26

=====

Copy entry 2 word for word.
C26H12Cl6IN2ORu as an isolated structure, computed with wB97M-V/def2-TZVPD.

Element x y z (Å)
Ru  0.100  0.126  0.211
Cl  5.857  -0.276  3.821
C  4.206  -0.205  3.325
C  3.211  -0.280  4.257
C  1.848  -0.217  3.880
I  0.369  -0.319  5.323
C  1.505  -0.085  2.559
O  0.240  0.004  2.108
C  2.537  -0.024  1.600
N  2.116  0.091  0.308
C  3.009  0.194  -0.658
C  4.381  0.171  -0.398
C  4.825  0.033  0.894
C  3.895  -0.069  1.943
H  3.469  -0.384  5.302
H  2.625  0.282  -1.665
H  5.075  0.258  -1.221
H  5.884  0.003  1.113
C  0.166  -0.850  -4.246
C  0.062  0.396  -4.842
C  -0.028  1.506  -4.025
C  -0.019  1.348  -2.647
N  0.056  0.129  -2.058
C  0.158  -0.934  -2.869
C  -0.065  2.453  -1.694
C  -0.107  3.811  -1.996
C  -0.134  4.736  -0.965
C  -0.134  4.311  0.358
C  -0.111  2.956  0.671
C  -0.051  2.041  -0.374
H  0.247  -1.756  -4.829
H  0.054  0.499  -5.918
H  -0.103  2.499  -4.443
H  0.235  -1.905  -2.406
H  -0.117  4.152  -3.023
H  -0.166  5.793  -1.191
H  -0.171  5.038  1.159
H  -0.142  2.640  1.706
Cl  -2.428  -0.087  0.293
C  -1.872  -1.723  0.016
C  -0.513  -1.747  -0.166
C  0.110  -2.976  -0.295
Cl  1.819  -3.075  -0.511
C  -0.661  -4.145  -0.266
Cl  0.098  -5.672  -0.432
C  -2.051  -4.076  -0.106
Cl  -2.991  -5.504  -0.095
C  -2.682  -2.838  0.046
Cl  -4.368  -2.686  0.276

Forces on the atoms, in the same order (eV/Å):
Ru 0.6 0.2 -0.1
Cl 0.0 0.0 0.0
C 0.0 0.0 0.0
C 0.0 0.0 -0.1
C 0.0 0.0 0.0
I 0.0 0.0 0.0
C 0.0 0.0 0.1
O 0.0 0.0 -0.1
C 0.0 0.0 0.1
N -0.1 0.0 -0.1
C 0.1 0.0 -0.1
C 0.0 0.0 0.0
C 0.0 0.0 0.0
C 0.1 0.0 0.0
H 0.0 0.0 0.0
H 0.0 0.0 0.0
H 0.0 0.0 0.0
H 0.0 0.0 0.0
C 0.0 0.0 0.0
C 0.0 0.0 0.0
C 0.0 0.0 0.0
C 0.0 0.0 0.0
N 0.1 0.2 0.0
C 0.0 -0.1 0.1
C 0.0 -0.1 0.0
C 0.0 0.0 0.0
C 0.0 0.0 0.0
C 0.0 0.0 0.0
C 0.0 0.0 0.0
C -0.3 -0.1 0.1
H 0.0 0.0 0.0
H 0.0 0.0 0.0
H 0.0 0.0 0.0
H 0.0 0.1 0.0
H 0.0 0.0 0.0
H 0.0 0.0 0.0
H 0.0 0.0 0.0
H 0.0 0.0 0.0
Cl 0.0 0.0 0.0
C -0.1 0.0 0.0
C -0.1 -0.2 0.0
C -0.1 0.0 0.0
Cl 0.0 0.0 0.0
C 0.0 0.0 0.0
Cl 0.0 0.0 0.0
C 0.0 0.0 0.0
Cl 0.0 0.0 0.0
C 0.0 0.0 0.0
Cl 0.0 0.0 0.0

## Properties
- M (g/mol) = 809.1
- relative energy (zero: lowest compared OMol25 entry of this formula, charge and spin) (kJ/mol) = 0.00
- total energy (Ha) = -4336.28941
- E_LUMO (eV) = -4.657
- strongest force on any atom (Eh/bohr) = 0.01139
- multiplicity = 1
- total charge = +1